Record 1
Here is a cluster of 10 separate species, C24H41Cl3F9N7O10S3 in total at a distorted geometry from OMol25. Energies are from wB97M-V/def2-TZVPD.

LUMO level ... 0.0862 Eh
HOMO level ... -0.08862 Eh
Total charge ... -2
Gap between HOMO and LUMO ... 4.756 eV
Total energy ... -150992.0564 eV

Last column: Löwdin charge in e.
Geometry (Å):
C 1.12681 3.46980 -0.67930  0.025
C 0.53710 2.09887 -0.67428  -0.393
O -0.25012 1.66522 -1.46714  0.091
N 1.25477 1.08411 0.13560  0.065
H 1.01655 0.10972 -0.15073  0.022
H 2.26702 1.07842 -0.08862  0.025
C 0.97506 1.19907 1.60261  -0.033
H 1.49248 3.78847 0.30565  0.006
H 0.28917 4.10551 -0.97386  0.103
H 1.90619 3.50064 -1.43902  0.090
H 1.09008 2.20319 2.00240  0.041
H 1.67001 0.51522 2.08506  0.050
H 0.06669 0.67820 1.85878  0.055
C 5.27699 -4.45588 4.85313  -0.079
C 6.14654 -3.23493 4.57082  -0.187
N 5.45666 -2.24387 3.78324  -0.077
C 4.90354 -2.46476 2.54257  0.000
C 4.33226 -1.29682 2.17997  -0.030
N 4.44860 -0.45608 3.23003  -0.043
C 5.30303 -0.95597 4.10650  -0.015
C 3.95971 0.93130 3.30153  -0.055
H 4.22537 -4.17230 4.91196  0.088
H 5.50369 -4.89472 5.82610  0.070
H 5.33985 -5.27605 4.13647  0.070
H 7.18566 -3.44356 4.31654  0.123
H 6.27330 -2.82604 5.57966  0.116
H 4.98525 -3.37295 1.97738  0.135
H 3.79883 -0.99202 1.28510  0.055
H 5.55585 -0.50701 5.04907  0.161
H 4.15061 1.39790 2.32696  0.020
H 4.45288 1.58748 4.01561  0.085
H 2.89407 0.96349 3.52484  0.040
C -2.12137 -1.48350 -2.83433  -0.067
C -1.18775 -1.21178 -3.99072  -0.148
N -1.64205 -0.10145 -4.82198  -0.026
C -1.89650 -0.18530 -6.16131  -0.027
C -2.28494 1.04391 -6.57053  -0.012
N -2.05015 1.86957 -5.50261  -0.066
C -1.56635 1.18349 -4.48102  -0.013
C -2.22076 3.32000 -5.46283  0.020
H -2.36734 -0.57881 -2.27528  0.059
H -1.66415 -2.15434 -2.10689  0.064
H -3.07685 -1.91231 -3.14724  0.077
H -1.04082 -2.07029 -4.64183  0.120
H -0.20398 -0.99575 -3.56933  0.140
H -1.92251 -1.11297 -6.70405  0.123
H -2.61282 1.38635 -7.53261  0.128
H -1.11997 1.68613 -3.62750  0.137
H -3.12617 3.62352 -5.97626  0.099
H -1.37437 3.78246 -5.97680  0.081
H -2.11713 3.63646 -4.42918  0.099
C -2.34548 -0.36738 0.55128  -0.049
C -2.02887 -1.24610 1.74192  -0.187
N -2.51890 -2.59432 1.56030  -0.028
C -1.92274 -3.52873 0.76091  0.008
C -2.65941 -4.65572 0.88173  -0.011
N -3.67481 -4.36473 1.74957  -0.104
C -3.63739 -3.07787 2.05258  -0.018
C -4.70518 -5.27358 2.24983  0.014
H -3.36904 -0.57122 0.19989  0.085
H -1.67909 -0.47484 -0.29803  0.045
H -2.45244 0.68967 0.79214  0.100
H -2.33357 -0.87378 2.72091  0.110
H -0.94395 -1.20405 1.85231  0.100
H -1.00219 -3.27548 0.23890  0.065
H -2.47148 -5.64328 0.50474  0.130
H -4.26360 -2.49685 2.70761  0.178
H -5.04177 -4.90263 3.21499  0.097
H -4.20657 -6.21505 2.46517  0.098
H -5.53262 -5.32962 1.55045  0.097
Cl 1.55119 -2.20690 -0.08063  -0.423
Cl 4.63539 1.18282 -0.58472  -0.535
Cl 3.02672 3.99958 2.46134  -0.516
C -4.29089 2.88831 -2.24597  -0.625
F -3.04721 2.37548 -2.09090  0.075
F -4.60508 2.74616 -3.55087  0.089
F -5.09947 2.02020 -1.58138  0.072
S -4.48102 4.60977 -1.54372  0.420
O -4.01502 4.48782 -0.18688  -0.320
O -3.59607 5.39816 -2.37081  -0.337
O -5.90707 4.78426 -1.71668  -0.342
C -0.87775 -1.62020 5.05829  -0.650
F -2.20153 -1.65487 5.26183  0.103
F -0.27406 -2.29796 6.04423  0.101
F -0.65748 -2.28275 3.90515  0.085
S -0.13660 0.11810 4.99841  0.458
O -0.11810 0.48831 6.38828  -0.312
O 1.14956 -0.02380 4.35467  -0.321
O -1.13966 0.79828 4.20350  -0.324
C 2.00865 4.61119 -4.57060  -0.658
F 2.83640 4.87423 -3.56163  0.139
F 0.81994 5.14938 -4.27126  0.113
F 2.52227 5.20530 -5.67267  0.096
S 1.73230 2.82740 -4.98486  0.470
O 0.78483 2.89966 -6.10413  -0.362
O 2.97509 2.28874 -5.48189  -0.314
O 1.15520 2.22981 -3.79556  -0.324

Record 2
Here is a structure of composition C24H41F3P2Pt at a distorted geometry from OMol25. Energies are from wB97M-V/def2-TZVPD.

Spin multiplicity ... 5
LUMO level (spin up / spin down) ... -0.2455 / -0.3162 Eh
HOMO level (spin up / spin down) ... -0.48418 / -0.50756 Eh
Total charge ... +2
Gap between HOMO and LUMO (spin up / spin down) ... 6.494 / 5.207 eV
Total energy ... -55505.2037 eV
Energy above the lowest of the compared OMol25 structures with the same formula, charge and spin ... 97.38 kcal per mole

Last column: Mulliken spin population.
Geometry (Å):
Pt -0.43595 -0.76456 -0.52696  0.470
C 0.39300 -1.67711 2.51074  0.431
C 0.56903 -0.51839 3.28805  0.178
C -1.68544 -0.69507 2.78813  0.262
C -0.96880 -1.73391 2.02416  0.392
C -0.71977 0.08747 3.45281  0.203
C 1.34654 -2.81281 2.47700  0.018
H 2.36039 -2.52668 2.16193  0.013
H 0.97852 -3.60635 1.81528  -0.003
H 1.45405 -3.26126 3.48081  0.018
C -1.61077 -3.04747 1.90013  0.037
H -1.08406 -3.75983 1.26616  0.007
H -2.65291 -3.03104 1.58443  0.000
H -1.57973 -3.41953 2.93141  0.036
C -3.10374 -0.68638 3.14800  0.028
H -3.23881 -1.00843 4.18284  0.021
H -3.66700 -1.37160 2.52520  -0.006
H -3.53297 0.31078 3.07805  0.017
C -1.03496 1.14173 4.45582  0.009
H -1.05485 0.74392 5.49268  0.022
H -2.02452 1.59260 4.26845  0.000
H -0.28683 1.95197 4.44325  0.006
C 1.77935 -0.15509 4.07093  0.004
H 1.74049 -0.57843 5.09193  0.019
H 1.87089 0.93542 4.17015  0.008
H 2.68260 -0.53994 3.57928  -0.002
C 0.62844 0.11937 -3.61273  0.614
C 1.81476 -0.38162 -2.97118  0.092
C 3.05698 0.53196 -2.73926  0.017
C 2.80968 2.00969 -2.34575  0.011
C 1.58126 2.26182 -1.53163  0.027
C 0.38925 2.65155 -2.06853  0.008
C 0.07477 2.60847 -3.54196  0.071
C 0.64351 1.38539 -4.33161  0.112
H 3.65831 0.45838 -3.66562  0.004
H 2.72203 2.59022 -3.28120  -0.001
H 3.69623 0.10947 -1.96294  -0.004
H 1.67679 1.58990 -4.61109  0.004
H 0.01928 -0.66857 -4.02831  -0.073
H 2.16570 -1.11184 -3.73908  0.044
H 0.03615 1.26788 -5.24419  0.013
H -1.01337 2.55412 -3.67107  -0.006
H -0.31015 3.29071 -1.49336  -0.011
H 0.40660 3.55682 -4.00337  -0.007
H 3.69972 2.34297 -1.75934  0.002
H 1.77584 2.36973 -0.46222  -0.024
P 1.44344 -1.48061 -1.55774  0.189
C 0.55141 -2.80579 -2.49373  -0.013
C 2.57213 -1.33123 -0.13827  0.073
P -1.75783 1.48547 0.23860  0.088
C -1.13788 0.80040 -1.42336  -0.195
C -0.36751 2.50788 0.98458  0.037
C -3.12226 2.31628 -0.68347  0.027
H -0.52754 -2.62823 -2.26415  0.009
H 0.95097 -3.71572 -2.02387  -0.001
H 0.79064 -2.66082 -3.56541  0.000
H 3.12283 -0.37303 -0.11825  0.026
H 3.22768 -2.21699 -0.15921  0.013
H 1.89801 -1.32074 0.74819  -0.003
H -2.73134 2.72658 -1.63184  0.000
H -3.55072 3.09080 -0.02276  0.001
H -3.84893 1.50034 -0.89245  0.001
H -1.69845 0.31439 -2.21362  0.007
H -0.07405 0.84768 -1.75393  0.388
H -0.74332 2.91781 1.93271  -0.005
H -0.03168 3.34955 0.37191  0.003
H 0.50660 1.89279 1.24502  -0.005
F -3.12104 -1.12422 -1.97384  0.017
C -2.49350 -1.44152 -0.76324  0.234
F -3.31551 -0.96126 0.23277  0.020
F -2.56764 -2.79627 -0.67081  0.007

Record 3
Here is a structure of composition C24H41NP2Pr at a distorted geometry from OMol25. Energies are from wB97M-V/def2-TZVPD.

Spin multiplicity ... 3
LUMO level (spin up / spin down) ... -0.1748 / -0.1797 Eh
HOMO level (spin up / spin down) ... -0.39189 / -0.39189 Eh
Total charge ... +1
Gap between HOMO and LUMO (spin up / spin down) ... 5.906 / 5.774 eV
Total energy ... -59673.4751 eV
Energy above the lowest of the compared OMol25 structures with the same formula, charge and spin ... 109.56 kcal per mole

Last column: Mulliken spin population.
Geometry (Å):
Pr -0.06593 -0.05552 2.41250  1.853
C -1.66133 -0.76112 3.90110  0.041
C -1.26213 -1.82122 3.00640  -0.044
C 0.59727 -1.19042 4.23210  -0.006
C -0.51763 -0.32842 4.61770  -0.027
C 0.13877 -2.11092 3.25540  0.008
C -3.06203 -0.27472 4.09940  -0.008
H -3.66113 -0.37902 3.19090  0.001
H -3.08493 0.77338 4.40970  -0.002
H -3.54893 -0.86522 4.88650  0.001
C -0.45193 0.72898 5.67320  0.002
H -1.33313 1.37518 5.64310  0.000
H 0.43597 1.35158 5.52530  -0.001
H -0.39683 0.27588 6.67210  -0.001
C 1.94487 -1.18682 4.87740  0.002
H 1.89387 -1.73792 5.82660  0.001
H 2.27917 -0.16702 5.07680  0.001
H 2.69237 -1.66902 4.24300  0.000
C 0.91167 -3.26612 2.69860  -0.008
H 0.79627 -4.14722 3.34370  0.001
H 1.97817 -3.03652 2.63340  0.001
H 0.56227 -3.54672 1.70120  0.001
C -2.18923 -2.68932 2.21120  0.002
H -2.47403 -3.57302 2.79790  -0.002
H -1.72193 -3.04362 1.28850  0.000
H -3.10663 -2.16012 1.94420  -0.001
C -0.60703 1.85798 1.41990  0.075
C -1.73263 1.02188 1.44600  0.011
C -2.26923 0.28018 0.23870  -0.003
C -1.14983 -0.44562 -0.52500  0.003
C -0.03683 -0.90532 0.41300  0.129
C 1.16067 -0.17962 0.61910  -0.035
C 1.41617 1.17458 -0.00360  -0.003
C 0.22847 2.15178 0.18400  0.008
H -2.81083 0.97708 -0.42030  0.000
H -0.72883 0.20428 -1.29870  0.005
H -3.00813 -0.45182 0.58150  -0.001
H -0.41893 2.14218 -0.70040  0.006
H -0.52723 2.59048 2.21560  -0.003
H -2.47233 1.23568 2.21310  -0.002
H 0.62077 3.16898 0.27010  0.000
H 2.30027 1.59948 0.47530  -0.001
H 2.05607 -0.74242 0.87640  -0.002
H 1.64497 1.06158 -1.07500  0.002
H -1.56233 -1.31582 -1.04740  0.002
H 0.02817 -1.98302 0.53180  -0.005
P -0.31913 1.33148 -4.13480  0.000
C -0.36883 3.18698 -4.11940  0.000
C -1.69993 1.00348 -5.32650  0.000
P 2.03057 -0.49902 -4.93590  0.000
C 1.12417 1.09068 -5.28890  0.000
C 1.48197 -1.47742 -6.41500  0.000
C 3.72017 -0.00272 -5.51330  0.000
H 0.49597 3.57208 -3.56980  0.000
H -1.27353 3.52028 -3.60010  0.000
H -0.36463 3.60728 -5.13250  0.000
H -1.61523 1.61818 -6.23110  0.000
H -2.65813 1.21318 -4.84070  0.000
H -1.68193 -0.05222 -5.61270  0.000
H 3.70267 0.40118 -6.53310  0.000
H 4.38497 -0.87192 -5.48500  0.000
H 4.11947 0.75898 -4.83730  0.000
H 1.80487 1.94578 -5.17570  0.000
H 0.77417 1.06608 -6.33020  0.000
H 2.04967 -2.41282 -6.46080  0.000
H 1.62897 -0.92552 -7.35130  0.000
H 0.42207 -1.73172 -6.31330  0.000
N 2.63157 2.21828 3.47880  0.002
C 1.78567 1.50228 3.14640  -0.005